Entry 1:
{
  "formula": "C2H12B2Be2Cl4",
  "method": "the ωB97M-V functional and the def2-TZVPD basis",
  "symbols": ["Be", "Be", "B", "H", "H", "H", "H", "B", "H", "H", "H", "H", "C", "Cl", "Cl", "H", "H", "C", "Cl", "Cl", "H", "H"],
  "coordinates": [[1.987, 0.789, 0.095], [0.068, -1.226, -1.118], [1.930, -0.881, -1.042], [1.746, -1.736, -1.675], [1.403, -0.030, -1.444], [1.680, -1.180, -0.036], [2.974, -0.610, -1.034], [0.127, 0.323, 0.108], [0.516, 0.663, -0.839], [0.110, 1.106, 0.851], [-0.846, -0.083, -0.120], [0.722, -0.490, 0.494], [-0.017, 3.147, 0.175], [0.571, 2.514, -1.345], [1.093, 2.865, 1.475], [-0.269, 4.207, 0.137], [-1.009, 2.736, 0.362], [-2.577, -2.501, 0.899], [-1.375, -1.185, 0.861], [-3.456, -2.599, 2.447], [-3.236, -2.347, 0.044], [-2.141, -3.481, 0.704]],
  "total_charge": 2,
  "lumo_energy_ev": -10.36,
  "homo_energy_ev": -16.9
}

***

Entry 2:
{
  "formula": "C3H5NO3",
  "method": "the ωB97M-V functional and the def2-TZVPD basis",
  "symbols": ["C", "C", "C", "N", "O", "O", "O", "H", "H", "H", "H", "H"],
  "coordinates": [[-0.013, 0.170, 1.773], [-0.022, -0.688, 0.801], [-0.104, 2.341, -1.695], [0.262, -1.785, 0.214], [-0.802, -2.548, -0.218], [1.354, -2.231, -0.094], [0.252, 2.923, -0.734], [0.199, -0.211, 2.684], [-0.223, 1.199, 1.721], [0.679, 1.807, -2.161], [-1.180, 2.448, -2.003], [-0.403, -3.425, -0.286]],
  "total_charge": 0,
  "lumo_energy_ev": 0.52,
  "smiles": "C=C=[N+]([O-])O.C=O",
  "homo_energy_ev": -9.1
}

***

Entry 3:
{
  "formula": "C4H13N2S",
  "method": "the ωB97M-V functional and the def2-TZVPD basis",
  "symbols": ["C", "N", "C", "C", "S", "C", "N", "H", "H", "H", "H", "H", "H", "H", "H", "H", "H", "H", "H", "H"],
  "coordinates": [[-0.890, 0.059, 1.220], [-0.064, 0.717, 0.184], [1.130, 0.283, -0.555], [0.814, -0.468, -1.868], [-0.811, -1.308, -2.117], [-0.490, 0.628, 2.640], [0.886, 1.176, 2.480], [-0.716, -1.098, 1.034], [-1.951, 0.340, 0.896], [-0.439, 1.569, -0.336], [1.778, -0.486, 0.240], [1.746, 1.168, -0.802], [0.847, 0.278, -2.600], [1.659, -1.133, -2.072], [-0.578, -1.387, -3.478], [-0.385, -0.082, 3.389], [-1.240, 1.440, 2.947], [1.427, 0.544, 3.189], [0.843, 2.086, 2.878], [0.848, 1.432, 1.314]],
  "total_charge": 2,
  "lumo_energy_ev": [-7.48, -12.38],
  "multiplicity": 2,
  "s2": 0.753,
  "homo_energy_ev": [-18.1, -18.1]
}

***

Entry 4:
{
  "formula": "C28H35F6N7O4PdS3",
  "method": "the ωB97M-V functional and the def2-TZVPD basis",
  "symbols": ["Pd", "F", "C", "F", "F", "S", "O", "O", "N", "S", "O", "O", "C", "F", "F", "F", "C", "N", "C", "C", "N", "C", "C", "C", "C", "C", "C", "C", "C", "C", "N", "C", "N", "C", "C", "N", "C", "C", "C", "N", "C", "C", "H", "H", "H", "H", "H", "H", "H", "H", "H", "H", "H", "H", "H", "H", "H", "H", "H", "H", "H", "H", "H", "H", "H", "H", "H", "H", "H", "H", "H", "H", "S", "C", "C", "C", "C", "C", "C", "H", "H", "H", "H", "H"],
  "coordinates": [[0.068, -0.240, 0.396], [-3.288, -2.583, 2.899], [-2.839, -2.238, 1.680], [-3.802, -2.507, 0.798], [-2.665, -0.895, 1.682], [-1.220, -3.247, 1.357], [-0.395, -2.231, 0.567], [-1.733, -4.257, 0.437], [1.437, -1.578, 2.981], [2.588, -2.076, 2.015], [2.669, -3.502, 1.981], [2.686, -1.301, 0.794], [4.142, -1.601, 2.902], [5.223, -1.944, 2.206], [4.172, -0.264, 3.083], [4.210, -2.174, 4.104], [-1.718, 4.406, 0.775], [-1.061, 3.116, 0.982], [-2.027, 2.063, 1.280], [0.187, 2.899, 0.477], [0.655, 1.716, 0.175], [2.045, 1.541, -0.099], [2.993, 2.000, 0.773], [4.363, 1.846, 0.494], [4.757, 1.229, -0.653], [3.804, 0.666, -1.538], [4.234, -0.053, -2.678], [3.330, -0.695, -3.470], [1.965, -0.669, -3.140], [1.497, 0.048, -2.067], [0.119, -0.063, -1.730], [-0.760, 0.079, -2.688], [-0.559, 0.923, -3.753], [-0.848, 0.509, -5.112], [0.287, 2.086, -3.630], [-1.935, -0.597, -2.701], [-3.172, 0.068, -3.083], [-2.122, -1.735, -1.816], [2.421, 0.775, -1.249], [0.897, 4.075, 0.249], [1.781, 4.269, -0.886], [1.228, 4.916, 1.388], [-2.595, 4.431, 1.421], [-2.050, 4.511, -0.262], [-1.093, 5.252, 1.028], [-2.385, 2.154, 2.302], [-1.586, 1.083, 1.132], [-2.876, 2.150, 0.597], [2.678, 2.482, 1.690], [5.095, 2.213, 1.201], [5.808, 1.109, -0.883], [5.295, -0.113, -2.884], [3.660, -1.273, -4.323], [1.266, -1.269, -3.711], [-1.396, -0.430, -5.109], [0.088, 0.370, -5.664], [-1.444, 1.265, -5.631], [0.312, 2.391, -2.586], [-0.144, 2.897, -4.221], [1.312, 1.902, -3.971], [-2.971, 0.941, -3.696], [-3.721, 0.379, -2.188], [-3.802, -0.624, -3.644], [-1.204, -2.305, -1.723], [-2.906, -2.371, -2.224], [-2.426, -1.401, -0.824], [1.535, 3.582, -1.690], [2.833, 4.129, -0.629], [1.639, 5.290, -1.251], [0.647, 4.625, 2.260], [1.030, 5.967, 1.164], [2.291, 4.814, 1.633], [0.841, -0.089, 2.536], [-0.444, 0.045, 3.749], [-1.152, -1.058, 4.200], [-2.143, -0.881, 5.152], [-2.409, 0.384, 5.661], [-1.669, 1.478, 5.233], [-0.677, 1.307, 4.279], [-0.910, -2.041, 3.814], [-2.709, -1.735, 5.495], [-3.182, 0.514, 6.408], [-1.854, 2.459, 5.651], [-0.076, 2.148, 3.950]],
  "total_charge": 0,
  "lumo_energy_ev": [-0.50, -0.50],
  "homo_energy_ev": [-7.9, -7.9]
}

***

Entry 5:
{
  "formula": "C6H12N2",
  "method": "the ωB97M-V functional and the def2-TZVPD basis",
  "symbols": ["C", "C", "C", "C", "C", "C", "H", "H", "H", "H", "H", "H", "H", "H", "H", "H", "H", "H", "N", "N"],
  "coordinates": [[-1.010, -0.210, 0.025], [-0.782, 1.340, 0.014], [0.787, 1.235, -0.005], [1.000, -0.276, 0.124], [0.044, -0.778, -0.935], [-0.100, -0.738, 1.103], [-2.884, -0.340, 0.658], [-2.738, -0.791, -0.945], [-1.204, 1.761, -0.848], [-1.205, 1.931, 0.834], [1.306, 1.766, 0.748], [1.140, 1.512, -1.026], [2.664, -0.537, -0.879], [2.946, -0.186, 0.619], [-0.005, -1.877, -0.986], [0.245, -0.275, -1.881], [-0.104, -0.273, 2.137], [-0.104, -1.750, 1.294], [-2.313, -0.749, -0.062], [2.318, -0.765, 0.013]],
  "total_charge": 0,
  "lumo_energy_ev": 1.06,
  "homo_energy_ev": -8.7
}

***

Entry 6:
{
  "formula": "C8H13N2O2S",
  "method": "the ωB97M-V functional and the def2-TZVPD basis",
  "symbols": ["C", "C", "C", "C", "C", "C", "C", "C", "N", "N", "O", "O", "S", "H", "H", "H", "H", "H", "H", "H", "H", "H", "H", "H", "H", "H"],
  "coordinates": [[-3.499, 0.900, -0.448], [-1.926, -0.465, 0.804], [-2.498, 1.360, -1.218], [-3.274, -0.117, 0.476], [-0.989, 0.203, 0.134], [4.022, 0.069, 0.286], [2.270, -1.467, -0.863], [2.778, -0.756, 0.375], [-1.232, 1.062, -0.848], [-4.259, -0.756, 1.131], [1.672, 1.601, -0.739], [1.891, 1.559, 1.638], [1.610, 0.829, 0.435], [-4.469, 1.206, -0.689], [-1.537, -1.096, 1.507], [-2.784, 2.051, -2.016], [4.425, 0.306, -0.674], [4.003, 0.994, 0.733], [4.801, -0.505, 0.805], [2.932, -2.176, -1.130], [2.078, -0.824, -1.587], [1.353, -1.912, -0.766], [2.451, -1.377, 1.182], [-0.318, 1.366, -1.108], [-5.137, -0.334, 1.236], [-4.366, -1.721, 1.345]],
  "total_charge": 1,
  "lumo_energy_ev": [-3.97, -6.51],
  "multiplicity": 3,
  "s2": 2.014,
  "homo_energy_ev": [-11.2, -13.8]
}

***

Entry 7:
{
  "formula": "C2H4BrCl",
  "method": "the ωB97M-V functional and the def2-TZVPD basis",
  "symbols": ["C", "C", "Cl", "Br", "H", "H", "H", "H"],
  "coordinates": [[-0.529, -0.701, -0.025], [0.484, 0.409, -0.288], [-2.143, 0.024, 0.191], [2.249, 0.051, 0.216], [-0.219, -1.076, 0.910], [-0.526, -1.538, -0.650], [0.288, 1.807, 0.828], [0.397, 1.025, -1.182]],
  "total_charge": 0,
  "lumo_energy_ev": -0.03,
  "homo_energy_ev": -9.5
}